45
Properties=species:S:1:pos:R:3 method="wB97M-V/def2-TZVPD" homo_lumo_gap_ev=8.672 homo_energy_ev=-8.448 charge=0 lumo_energy_ha=0.0082 spin_multiplicity=1 relative_energy_kcal_mol=147.8 smiles="COc1ccc2[nH]c(S(=O)(=O)Cc3ncc(CO)c(OC)c3C)nc2c1"
H -1.905 -5.204 -5.791
O 1.834 1.219 -3.037
H -3.203 -6.366 -5.540
H 2.824 1.326 -0.691
C -0.032 -0.654 -2.015
H 0.794 2.321 5.344
C -1.094 -2.451 -1.417
H -2.222 -3.498 0.135
S 0.882 1.032 -1.894
C -0.698 -2.570 -2.723
C 1.957 0.759 -0.482
H -0.782 0.117 3.009
O -2.404 -5.635 -3.849
O 1.925 3.732 3.354
C -1.951 -3.479 -0.954
C -2.290 -4.516 -1.741
H -2.761 -5.217 -1.143
H 2.302 -0.254 -0.394
H -0.345 -1.201 -0.027
H 3.715 3.164 1.007
H 1.593 5.902 3.407
H 0.007 0.814 5.061
O 0.010 2.195 -1.701
C -0.023 0.778 2.554
N -0.157 -1.380 -3.111
C -1.217 -3.529 -3.582
C -2.030 -4.548 -3.063
H 0.811 4.754 4.565
H 2.806 3.560 -0.430
C -2.817 -5.444 -5.178
H 0.215 4.818 2.891
H 2.433 4.384 1.012
C 1.409 2.652 2.690
C 1.111 4.911 3.539
H -0.981 -3.567 -4.660
O -1.189 2.486 4.854
C 1.305 1.201 0.691
C 1.756 2.406 1.313
N -0.531 -1.326 -0.963
H -3.498 -4.594 -5.397
H -1.266 3.346 4.490
N 0.420 0.431 1.276
C 2.753 3.431 0.702
C 0.463 1.858 3.247
C 0.074 1.834 4.642